Record 1
{
  "formula": "C34H35BF3NO3",
  "method": "wB97M-V/def2-TZVPD",
  "relative_energy_ev": 2.7230,
  "largest_force_ev_per_a": 2.94,
  "species": ["C", "C", "N", "C", "F", "C", "O", "H", "C", "H", "H", "H", "H", "H", "B", "C", "C", "C", "C", "C", "C", "H", "C", "C", "C", "O", "C", "C", "C", "C", "C", "C", "H", "H", "H", "H", "C", "H", "H", "C", "H", "H", "H", "H", "H", "H", "C", "H", "H", "C", "C", "C", "H", "H", "O", "H", "F", "C", "H", "C", "C", "H", "F", "H", "H", "H", "H", "H", "H", "H", "H", "C", "C", "C", "C", "C", "H"],
  "xyz": [[-2.24766, 0.09427, 1.29300], [0.38055, -0.96934, 6.66572], [4.49668, 0.87180, 1.48534], [-1.07239, 0.77050, -0.77568], [2.46838, 0.04586, -0.42868], [1.01526, -0.32403, 4.39652], [-4.80994, -0.32982, 0.59699], [-6.88442, 0.00590, 2.21151], [-6.25584, -1.84405, -0.61957], [3.34268, -1.36057, 5.08621], [-6.33175, -4.17257, 1.16177], [-6.56878, -1.02362, -1.27964], [-7.39226, 0.25094, 0.52890], [-3.72305, 5.25621, 2.71226], [-3.73356, -0.76411, 1.32840], [1.38418, 0.80970, -0.75291], [-1.11614, -0.82686, 1.52788], [2.72938, 0.54938, 2.87850], [5.20211, -2.09594, 4.22952], [-3.51018, 4.62069, 1.84901], [1.44902, 0.67018, 3.43067], [4.78305, 1.73794, -0.40831], [3.80442, -0.41071, 3.21802], [-5.96900, -2.36928, 3.13708], [5.36863, 1.42375, 0.46423], [-3.92325, -1.95396, 1.95738], [0.07920, -0.55172, 0.91305], [1.07785, -1.69927, 4.06676], [0.10518, 0.29963, -0.19173], [6.17005, -1.94350, 3.22364], [-5.30033, -3.79554, 1.25893], [-1.47482, 1.86023, 3.21072], [-3.06746, 5.22508, 1.04777], [-5.96967, -1.37199, 3.58218], [-6.99990, -2.74043, 3.08814], [6.73422, -0.78636, 1.45068], [0.79091, -2.68440, 5.00918], [-7.10156, -2.54435, -0.53431], [-5.40480, -2.35696, -1.08856], [4.04236, -1.29856, 4.25584], [-7.96090, -1.17334, 1.41057], [-4.45740, 4.23153, 1.45569], [-5.40942, -3.04889, 3.78453], [0.98435, 1.64858, 3.32224], [-4.78517, -3.88422, 0.29053], [2.84650, 2.25182, 1.43900], [-5.30986, -2.36356, 1.77187], [6.08584, 0.66085, 0.14576], [0.85098, -3.73510, 4.71446], [0.64015, 0.02571, 5.72291], [-1.86724, 3.22951, 3.35590], [0.44484, -2.32652, 6.32064], [-3.16300, 1.00940, -0.52897], [-1.23032, -1.66583, 2.21456], [-2.65634, 2.44198, 1.42391], [5.93558, 2.28719, 0.83897], [1.62587, 2.08634, -0.27006], [-1.94569, 1.41229, 2.00534], [-1.59858, 3.85854, 4.19453], [6.00160, -0.97194, 2.22491], [-7.10062, -0.50588, 1.26703], [0.22443, -3.11223, 7.05265], [1.39135, 0.93049, -2.10933], [0.12359, -0.68780, 7.69076], [7.06271, -2.57127, 3.23172], [5.35390, -2.84172, 5.02018], [-4.77439, -4.42804, 1.98798], [-1.04115, 1.25560, -1.75144], [1.38983, -1.97763, 3.05813], [0.61414, 1.08176, 5.99646], [1.01400, -1.00126, 1.24288], [-5.90076, -1.28169, 0.75388], [4.82747, -0.22616, 2.26725], [-2.63003, 3.53668, 2.24985], [-2.23472, 0.65567, -0.08983], [3.29068, 1.36601, 1.87266], [-0.91754, 1.24847, 3.91153]]
}

Record 2
{
  "formula": "CH2S4",
  "method": "wB97M-V/def2-TZVPD",
  "relative_energy_ev": 1.4739,
  "largest_force_ev_per_a": 1.56,
  "species": ["H", "S", "S", "S", "S", "C", "H"],
  "xyz": [[-2.13249, 1.26506, 0.69117], [-1.59953, -1.30488, 0.06642], [1.99239, -1.17887, -0.07344], [0.30976, 1.39623, -0.45327], [-2.45166, 0.43588, -0.32632], [0.72099, -0.10533, -0.18339], [3.16054, -0.50808, 0.27883]]
}

Record 3
{
  "formula": "C10H16Cl2INOPV",
  "method": "wB97M-V/def2-TZVPD",
  "relative_energy_ev": 0.0000,
  "total_charge": 2,
  "multiplicity": 3,
  "largest_force_ev_per_a": 7.84,
  "species": ["C", "Cl", "H", "H", "C", "C", "H", "H", "C", "H", "C", "H", "H", "C", "C", "H", "H", "O", "C", "H", "V", "H", "I", "P", "C", "H", "Cl", "H", "H", "H", "N", "H", "C"],
  "xyz": [[-0.16916, -0.17402, 4.46217], [-0.85773, -1.28314, 5.56197], [-1.45976, -1.58612, -3.81918], [1.33398, -1.76798, -3.99430], [1.01511, 1.81875, 3.96547], [-0.26589, -0.44018, 3.08809], [2.34596, -1.50605, -2.53394], [1.13661, -2.81450, -2.54563], [-0.85165, 1.41921, -0.57571], [1.43985, 2.10633, 1.86461], [0.46893, 0.97940, 4.92909], [-0.07421, 2.12117, -0.91471], [0.53096, 1.18117, 5.99433], [0.27559, 0.76282, -3.43221], [1.35496, -1.80022, -2.89710], [-0.58630, 1.43503, -3.34404], [1.19010, 1.32439, -3.20151], [-2.54370, -0.60900, 0.53378], [-1.38540, -0.45605, 0.36536], [0.33454, 0.35791, -4.45202], [0.47505, -0.09133, 0.10680], [-1.63098, -2.32667, -2.20029], [-0.19203, -2.80718, 0.06637], [0.11891, -0.62435, -2.26599], [0.97899, 1.47076, 2.61491], [1.51509, 2.73367, 4.24387], [2.62818, 0.43611, -0.27269], [-1.28620, 1.88998, 0.32147], [-1.62182, 1.33242, -1.35738], [-2.31340, -0.71548, -2.49970], [0.37695, 0.34213, 2.18320], [-0.80578, -1.32799, 2.74499], [-1.47577, -1.38103, -2.74007]]
}

Record 4
{
  "formula": "C15H37BrF2N13O7S",
  "method": "wB97M-V/def2-TZVPD",
  "relative_energy_ev": 9.3207,
  "total_charge": 1,
  "largest_force_ev_per_a": 10.30,
  "species": ["H", "H", "C", "H", "N", "H", "H", "H", "C", "C", "N", "O", "O", "H", "H", "H", "N", "N", "H", "H", "H", "H", "H", "N", "C", "H", "N", "H", "H", "H", "H", "Br", "O", "H", "H", "C", "O", "N", "C", "H", "H", "F", "H", "H", "H", "N", "N", "H", "N", "C", "C", "O", "N", "H", "C", "H", "C", "C", "H", "F", "O", "S", "H", "C", "H", "C", "O", "H", "H", "C", "N", "N", "H", "H", "H", "C"],
  "xyz": [[2.96356, 2.27099, -2.70646], [3.89140, 5.51710, -3.63841], [-2.58885, -0.51088, 0.26140], [0.77989, -2.88736, 0.78150], [0.80955, -1.01283, -4.60781], [-3.10374, 2.31442, 2.50103], [2.09746, 0.54961, -1.89161], [2.06903, -1.00386, -0.02374], [0.74149, -0.53060, -3.15912], [3.25659, 3.61229, -4.18539], [3.63539, 4.88827, -4.38070], [-5.19577, 2.27781, 3.51963], [2.95017, 2.86696, -5.10256], [2.83038, -0.72041, -2.82516], [0.76882, -7.84011, 2.62938], [-0.10949, 1.06216, 2.70950], [-2.05955, -1.01385, -1.09744], [-7.16163, 3.28566, 3.96219], [-3.62380, -0.95797, 0.58633], [1.48766, 0.69016, 0.60321], [-2.87941, 0.62216, 0.03154], [1.54723, -1.78005, -4.59687], [-6.73826, 3.76604, 4.74540], [-6.98765, 1.84707, 2.22351], [-2.27341, 1.68544, 3.06315], [3.65933, 5.22041, -5.33592], [-0.27060, 0.60652, -3.09476], [6.77348, 1.01948, 0.75937], [4.29995, 0.23833, -1.59386], [1.26176, -2.25566, -1.72836], [-6.42974, 1.21602, 1.66329], [-0.76531, 2.58041, 0.70346], [-2.69625, -2.21491, -3.51819], [-1.30847, -7.14974, 1.91148], [3.49189, 3.82362, -2.12856], [6.04232, 1.16971, -1.18315], [6.21913, 1.61969, -2.30425], [6.90199, 1.38167, -0.17040], [-1.56641, 2.71038, 4.13844], [-2.76539, 0.81092, 3.70029], [0.26315, 1.50471, -3.10550], [-3.60920, 0.31261, -3.18805], [-0.57944, 3.21980, 3.71119], [-1.23714, 2.15770, 5.13341], [-0.19208, -2.67176, -2.93058], [-0.13579, -2.45343, 1.03578], [3.24293, 3.22437, -2.89738], [-1.49561, -5.55404, 1.24629], [-0.90300, -6.26610, 1.65277], [0.28067, -1.83468, -2.26092], [-6.37322, 2.45865, 3.25221], [-4.48766, -1.79283, -1.83768], [1.13785, -6.94443, 2.35820], [-2.27522, 3.59199, 4.45485], [1.95359, -0.82073, 2.24850], [-7.95604, 1.98325, 1.98763], [-0.69099, -1.29032, -1.05621], [0.39744, -5.96193, 1.81390], [4.80893, 0.04243, 0.05720], [1.18368, -1.00038, 3.50093], [0.86756, -4.88205, 1.49228], [-3.16909, -1.16636, -2.43843], [1.26762, -0.22486, -5.12916], [-0.19201, -1.00305, 0.51247], [-1.85548, -0.95281, 2.31238], [-1.09753, 1.13035, 2.04508], [3.30789, -0.90866, 2.36296], [-8.13324, 3.44744, 3.75734], [-0.32759, -2.48760, 2.06086], [1.34136, -0.48007, 0.76356], [4.97188, 0.42163, -0.86019], [2.10029, 0.02846, -2.79876], [-0.80866, 0.55876, -4.00248], [7.72140, 1.94001, -0.37105], [2.12215, -6.75644, 2.49663], [-1.40415, -0.34471, 1.39862]]
}

no.,molecular weight (g/mol)
1,573.46
2,142.30
3,445.97
4,661.51